[1]
{
  "formula": "C15H24N2O4",
  "method": "wB97M-V/def2-TZVPD",
  "largest_force_ha_per_bohr": 0.026,
  "homo_lumo_gap_ev": 8.70,
  "lumo_ev": -0.3,
  "energy_ev": -27111.631,
  "smiles": "CCCN(CCC)C[C@H](O)COc1ccc([N+](=O)[O-])cc1",
  "species": ["C", "C", "C", "N", "C", "C", "C", "C", "C", "O", "C", "O", "C", "C", "C", "C", "N", "O", "O", "C", "C", "H", "H", "H", "H", "H", "H", "H", "H", "H", "H", "H", "H", "H", "H", "H", "H", "H", "H", "H", "H", "H", "H", "H", "H"],
  "positions_angstrom": [[2.23, 2.33, -1.26], [1.56, 2.35, 0.11], [2.26, 1.41, 1.09], [2.01, 0.01, 0.79], [3.11, -0.85, 1.22], [4.27, -0.84, 0.22], [3.90, -1.48, -1.11], [0.72, -0.44, 1.31], [-0.03, -1.33, 0.31], [0.70, -2.45, -0.10], [-0.46, -0.51, -0.93], [-1.38, 0.52, -0.61], [-2.68, 0.23, -0.41], [-3.26, -1.03, -0.53], [-4.61, -1.19, -0.32], [-5.40, -0.09, 0.03], [-6.80, -0.26, 0.26], [-7.26, -1.38, 0.14], [-7.45, 0.72, 0.56], [-4.82, 1.17, 0.16], [-3.48, 1.33, -0.06], [2.29, 1.32, -1.64], [1.67, 2.94, -1.97], [3.24, 2.73, -1.20], [0.51, 2.07, 0.01], [1.59, 3.36, 0.51], [3.33, 1.59, 1.03], [1.94, 1.65, 2.12], [2.74, -1.87, 1.33], [3.49, -0.53, 2.21], [4.60, 0.18, 0.05], [5.10, -1.39, 0.67], [3.63, -2.53, -0.98], [4.74, -1.44, -1.80], [3.07, -0.95, -1.57], [0.08, 0.42, 1.51], [0.84, -0.99, 2.25], [-0.93, -1.73, 0.80], [1.55, -2.13, -0.45], [-0.85, -1.17, -1.71], [0.42, 0.01, -1.32], [-2.67, -1.89, -0.80], [-5.08, -2.15, -0.41], [-5.45, 2.01, 0.44], [-3.01, 2.29, 0.03]]
}


[2]
{
  "formula": "C76H152O38S11",
  "method": "wB97M-V/def2-TZVPD",
  "largest_force_ha_per_bohr": 0.074,
  "homo_lumo_gap_ev": 10.21,
  "lumo_ev": 0.2,
  "energy_ev": -278268.408,
  "species": ["C", "C", "C", "S", "O", "O", "C", "H", "H", "H", "H", "H", "H", "H", "H", "C", "C", "C", "S", "O", "O", "C", "H", "H", "H", "H", "H", "H", "H", "H", "C", "C", "C", "S", "O", "O", "C", "H", "H", "H", "H", "H", "H", "H", "H", "C", "C", "C", "S", "O", "O", "C", "H", "H", "H", "H", "H", "H", "H", "H", "C", "C", "C", "S", "O", "O", "C", "H", "H", "H", "H", "H", "H", "H", "H", "C", "C", "C", "S", "O", "O", "C", "H", "H", "H", "H", "H", "H", "H", "H", "C", "C", "C", "S", "O", "O", "C", "H", "H", "H", "H", "H", "H", "H", "H", "C", "C", "C", "S", "O", "O", "C", "H", "H", "H", "H", "H", "H", "H", "H", "C", "C", "C", "S", "O", "O", "C", "H", "H", "H", "H", "H", "H", "H", "H", "C", "C", "C", "S", "O", "O", "C", "H", "H", "H", "H", "H", "H", "H", "H", "C", "C", "C", "S", "O", "O", "C", "H", "H", "H", "H", "H", "H", "H", "H", "O", "C", "O", "C", "C", "C", "H", "H", "H", "H", "H", "H", "H", "H", "O", "C", "O", "C", "C", "C", "H", "H", "H", "H", "H", "H", "H", "H", "O", "C", "O", "C", "C", "C", "H", "H", "H", "H", "H", "H", "H", "H", "O", "C", "O", "C", "C", "C", "H", "H", "H", "H", "H", "H", "H", "H", "O", "C", "O", "C", "C", "C", "H", "H", "H", "H", "H", "H", "H", "H", "O", "C", "O", "C", "C", "C", "H", "H", "H", "H", "H", "H", "H", "H", "O", "C", "O", "C", "C", "C", "H", "H", "H", "H", "H", "H", "H", "H", "O", "C", "O", "C", "C", "C", "H", "H", "H", "H", "H", "H", "H", "H"],
  "positions_angstrom": [[9.17, 12.09, 15.49], [9.40, 13.57, 15.61], [10.80, 13.70, 15.03], [10.86, 12.60, 13.61], [11.98, 11.73, 13.88], [10.73, 13.27, 12.34], [9.36, 11.77, 14.03], [8.24, 11.75, 15.89], [9.92, 11.50, 16.02], [9.35, 13.86, 16.69], [8.61, 14.14, 15.05], [11.60, 13.30, 15.65], [10.97, 14.72, 14.74], [9.48, 10.74, 13.59], [8.57, 12.14, 13.42], [15.32, 10.63, 22.08], [15.06, 11.06, 23.55], [15.16, 12.53, 23.53], [16.24, 13.04, 22.22], [17.39, 13.68, 22.85], [15.56, 13.77, 21.17], [16.54, 11.47, 21.62], [14.43, 10.73, 21.44], [15.48, 9.60, 21.92], [15.86, 10.69, 24.23], [14.03, 10.80, 23.82], [15.54, 13.01, 24.42], [14.24, 13.04, 23.31], [17.38, 11.00, 22.09], [16.61, 11.57, 20.56], [13.52, 25.10, 21.00], [14.94, 24.97, 20.50], [14.89, 23.86, 19.44], [13.47, 22.80, 19.94], [14.08, 21.48, 20.16], [12.31, 22.93, 19.12], [13.13, 23.64, 21.41], [12.79, 25.55, 20.28], [13.50, 25.84, 21.75], [15.65, 24.79, 21.31], [15.28, 25.88, 20.01], [15.74, 23.18, 19.51], [14.68, 24.10, 18.43], [13.84, 23.36, 22.17], [12.13, 23.41, 21.79], [19.48, 22.16, 17.52], [20.63, 23.01, 17.23], [21.84, 22.53, 17.96], [21.23, 22.10, 19.54], [21.36, 23.30, 20.36], [21.82, 20.90, 20.06], [19.49, 21.92, 19.11], [19.61, 21.18, 17.09], [18.52, 22.62, 17.18], [20.35, 24.04, 17.53], [20.89, 23.05, 16.20], [22.57, 23.32, 18.09], [22.26, 21.64, 17.52], [18.93, 22.73, 19.60], [19.18, 20.84, 19.36], [13.01, 13.64, 18.05], [13.55, 14.69, 19.12], [12.81, 14.54, 20.40], [12.14, 12.93, 20.36], [10.71, 13.09, 20.22], [12.69, 12.10, 21.41], [12.91, 12.35, 18.86], [13.55, 13.52, 17.14], [11.99, 13.85, 17.73], [13.35, 15.71, 18.70], [14.63, 14.65, 19.30], [11.98, 15.25, 20.53], [13.45, 14.64, 21.27], [12.17, 11.60, 18.53], [13.84, 11.88, 19.14], [20.27, 16.30, 22.32], [20.98, 17.62, 21.80], [20.81, 17.79, 20.31], [19.40, 16.86, 19.86], [19.36, 16.31, 18.52], [18.21, 17.57, 20.32], [19.77, 15.57, 21.04], [19.48, 16.59, 22.98], [20.93, 15.63, 22.92], [22.04, 17.48, 22.05], [20.63, 18.51, 22.36], [21.71, 17.48, 19.75], [20.60, 18.85, 20.10], [20.51, 14.86, 20.66], [18.90, 14.96, 21.22], [15.28, 26.40, 16.98], [16.10, 27.67, 17.13], [17.37, 27.33, 17.93], [17.86, 25.75, 17.23], [18.13, 24.81, 18.29], [18.89, 26.02, 16.28], [16.32, 25.40, 16.39], [14.45, 26.42, 16.25], [14.86, 26.11, 17.92], [15.57, 28.54, 17.61], [16.38, 28.13, 16.15], [17.20, 27.23, 18.98], [18.18, 28.01, 17.59], [16.08, 24.32, 16.52], [16.52, 25.59, 15.37], [8.96, 18.75, 11.50], [8.55, 17.21, 11.43], [9.21, 16.56, 12.66], [10.79, 17.34, 12.88], [11.88, 16.58, 12.28], [10.88, 17.80, 14.24], [10.48, 18.68, 11.76], [8.54, 19.19, 12.44], [8.79, 19.37, 10.61], [8.94, 16.81, 10.50], [7.46, 17.12, 11.52], [9.43, 15.50, 12.60], [8.56, 16.76, 13.51], [11.08, 18.42, 10.90], [10.87, 19.51, 12.33], [11.83, 18.28, 21.36], [10.80, 19.04, 20.45], [10.21, 20.21, 21.25], [11.09, 20.29, 22.75], [10.49, 19.42, 23.71], [11.45, 21.69, 23.10], [12.51, 19.38, 22.15], [12.49, 17.65, 20.73], [11.43, 17.59, 22.07], [10.00, 18.38, 20.11], [11.30, 19.38, 19.54], [9.14, 20.14, 21.57], [10.40, 21.13, 20.65], [13.07, 19.11, 23.08], [13.24, 19.97, 21.62], [18.63, 18.64, 13.08], [18.06, 17.82, 14.28], [18.90, 18.33, 15.42], [20.52, 18.71, 14.82], [21.51, 17.73, 15.22], [20.82, 20.10, 15.10], [20.16, 18.45, 13.11], [18.42, 19.73, 13.14], [18.29, 18.27, 12.10], [18.27, 16.80, 14.18], [17.03, 17.91, 14.58], [19.06, 17.51, 16.11], [18.56, 19.25, 15.84], [20.41, 17.44, 12.84], [20.72, 19.17, 12.53], [14.00, 18.84, 17.82], [15.54, 18.56, 18.02], [16.29, 19.86, 18.13], [15.59, 20.78, 16.81], [16.28, 20.32, 15.59], [15.52, 22.19, 17.04], [13.88, 20.04, 16.84], [13.62, 19.10, 18.81], [13.43, 17.96, 17.47], [15.90, 17.93, 17.18], [15.71, 17.90, 18.88], [17.37, 19.73, 17.94], [15.94, 20.38, 19.02], [13.65, 19.92, 15.76], [13.21, 20.81, 17.27], [13.65, 15.67, 15.12], [14.31, 15.62, 14.10], [14.71, 16.69, 13.42], [14.31, 17.91, 14.02], [14.75, 18.94, 13.03], [14.87, 14.32, 13.46], [14.87, 17.96, 14.96], [13.21, 17.94, 14.27], [14.13, 18.83, 12.15], [15.80, 18.81, 12.81], [14.53, 19.96, 13.36], [15.65, 13.85, 14.04], [15.27, 14.55, 12.51], [14.06, 13.57, 13.34], [16.91, 11.05, 18.25], [16.47, 11.58, 17.24], [16.43, 12.90, 16.96], [16.84, 13.79, 18.00], [16.41, 15.15, 17.55], [16.03, 10.88, 16.06], [17.93, 13.76, 18.23], [16.18, 13.55, 18.85], [16.98, 15.61, 16.71], [16.49, 15.87, 18.39], [15.34, 15.12, 17.39], [14.97, 10.61, 16.00], [16.63, 9.96, 16.00], [16.32, 11.44, 15.15], [17.22, 20.17, 24.87], [17.41, 19.60, 23.81], [18.22, 18.53, 23.77], [18.69, 18.07, 25.04], [17.88, 16.87, 25.55], [17.00, 20.11, 22.45], [18.73, 18.90, 25.74], [19.75, 17.77, 24.89], [16.82, 17.08, 25.72], [18.27, 16.52, 26.50], [17.91, 15.97, 24.92], [17.44, 21.08, 22.28], [15.93, 20.13, 22.32], [17.40, 19.46, 21.70], [8.68, 18.46, 17.07], [9.88, 18.35, 17.06], [10.76, 19.39, 16.91], [10.19, 20.68, 16.86], [9.89, 20.97, 15.39], [10.70, 17.06, 17.27], [10.96, 21.37, 17.20], [9.28, 20.68, 17.51], [10.78, 21.04, 14.76], [9.25, 21.83, 15.17], [9.25, 20.14, 14.99], [10.04, 16.18, 17.28], [11.28, 17.09, 18.21], [11.43, 17.05, 16.48], [17.47, 25.40, 13.30], [18.27, 25.31, 12.37], [19.40, 24.59, 12.42], [19.76, 23.88, 13.64], [18.78, 22.82, 13.90], [18.20, 26.12, 11.08], [19.86, 24.67, 14.36], [20.71, 23.48, 13.37], [17.79, 23.18, 14.14], [19.11, 22.16, 14.72], [18.68, 22.15, 13.01], [17.76, 27.08, 11.43], [17.48, 25.68, 10.39], [19.12, 26.15, 10.51], [13.13, 22.09, 14.39], [13.69, 23.06, 13.95], [13.25, 24.34, 14.29], [12.12, 24.31, 15.13], [11.66, 25.78, 15.10], [14.85, 23.13, 12.99], [12.43, 23.95, 16.10], [11.33, 23.64, 14.75], [10.64, 25.88, 15.54], [11.54, 26.13, 14.03], [12.32, 26.50, 15.61], [14.64, 22.50, 12.12], [15.75, 22.75, 13.43], [14.99, 24.17, 12.68], [13.25, 15.14, 25.32], [12.80, 15.46, 24.26], [13.52, 16.16, 23.35], [14.91, 16.54, 23.68], [15.48, 17.04, 22.34], [11.52, 15.06, 23.69], [15.40, 15.67, 24.05], [14.88, 17.34, 24.47], [14.93, 17.89, 21.93], [15.31, 16.20, 21.64], [16.52, 17.27, 22.33], [11.00, 15.93, 23.36], [10.92, 14.56, 24.48], [11.72, 14.36, 22.87], [17.50, 25.71, 21.81], [18.67, 25.38, 21.70], [19.18, 24.37, 22.41], [18.37, 23.81, 23.42], [19.21, 22.80, 24.12], [19.65, 26.20, 20.92], [17.49, 23.33, 22.90], [18.04, 24.60, 24.09], [18.69, 22.32, 24.95], [20.08, 23.30, 24.59], [19.65, 22.09, 23.44], [19.34, 26.25, 19.91], [20.68, 25.86, 20.98], [19.71, 27.14, 21.44]]
}


[3]
{
  "formula": "C21H13ClN4O4S3Sc",
  "method": "wB97M-V/def2-TZVPD",
  "largest_force_ha_per_bohr": 0.008,
  "charge": 1,
  "homo_lumo_gap_ev": 7.78,
  "lumo_ev": -3.6,
  "energy_ev": -101866.672,
  "species": ["Sc", "O", "C", "O", "C", "C", "Cl", "N", "N", "C", "C", "O", "O", "C", "C", "C", "C", "C", "C", "H", "H", "H", "H", "H", "H", "S", "C", "N", "C", "C", "C", "C", "C", "C", "S", "H", "H", "H", "H", "S", "C", "C", "N", "C", "H", "H", "H"],
  "positions_angstrom": [[-0.50, 0.21, 0.00], [1.45, 5.31, 1.90], [2.51, 4.62, 1.49], [3.62, 5.08, 1.48], [2.29, 3.20, 1.08], [3.30, 2.36, 0.59], [4.95, 2.60, 0.35], [2.74, 1.16, 0.31], [1.43, 1.17, 0.62], [1.15, 2.39, 1.06], [-0.28, 2.63, 1.42], [-0.70, 3.72, 1.72], [-1.00, 1.52, 1.36], [3.33, -0.02, -0.27], [3.48, -1.14, 0.52], [4.01, -2.29, -0.06], [4.38, -2.28, -1.39], [4.23, -1.14, -2.17], [3.70, 0.01, -1.61], [0.62, 4.78, 1.88], [3.20, -1.12, 1.57], [4.15, -3.17, 0.54], [4.81, -3.17, -1.84], [4.53, -1.13, -3.21], [3.57, 0.92, -2.19], [-0.65, 1.55, -2.10], [-2.27, 1.03, -1.72], [-2.46, 0.03, -0.88], [-3.81, -0.22, -0.64], [-4.33, -1.20, 0.20], [-5.70, -1.31, 0.30], [-6.55, -0.46, -0.43], [-6.04, 0.51, -1.27], [-4.65, 0.63, -1.36], [-3.72, 1.75, -2.31], [-3.68, -1.87, 0.75], [-6.13, -2.06, 0.94], [-7.62, -0.57, -0.33], [-6.69, 1.16, -1.83], [0.46, -4.46, 0.00], [-0.32, -3.96, 1.44], [-0.52, -2.62, 1.42], [-0.07, -1.99, 0.28], [0.47, -2.86, -0.55], [-0.59, -4.66, 2.21], [-0.98, -2.04, 2.21], [0.89, -2.58, -1.50]]
}